1.
{"formula": "C39H36CrN7O12S2", "method": "ωB97M-V with the def2-TZVPD basis set", "e_above_lowest_kj_mol": 83.3, "spin_multiplicity": 2, "max_force_ev_per_a": 2.31, "homo_energy_ev": [-2.054, -2.138], "charge": -2, "species": ["Cr", "O", "C", "C", "O", "C", "C", "O", "C", "O", "O", "N", "C", "C", "C", "O", "O", "H", "H", "H", "H", "H", "H", "C", "O", "C", "C", "C", "C", "C", "C", "N", "C", "N", "C", "C", "C", "C", "C", "C", "O", "C", "N", "C", "C", "C", "C", "C", "C", "O", "C", "H", "H", "H", "H", "H", "H", "H", "H", "H", "H", "H", "H", "H", "H", "H", "H", "H", "H", "H", "H", "H", "H", "N", "C", "C", "C", "C", "C", "C", "S", "O", "O", "N", "C", "S", "C", "C", "N", "H", "H", "H", "H", "H", "H", "H", "H"], "positions_angstrom": [[0.421, 1.612, 1.145], [-4.041, 1.354, 5.421], [-3.138, 1.481, 4.593], [-3.207, 2.289, 3.337], [-4.118, 3.050, 2.994], [-1.974, 1.980, 2.619], [-1.094, 1.217, 3.448], [0.076, 0.939, 3.031], [-1.804, 0.803, 4.654], [-1.436, 0.009, 5.527], [-1.627, 2.241, 1.427], [-0.404, 4.341, -0.109], [-0.586, 5.301, 0.972], [0.756, 5.655, 1.611], [1.279, 4.458, 2.466], [1.974, 4.714, 3.446], [0.940, 3.318, 2.063], [-0.339, 4.794, -1.013], [-1.161, 3.669, -0.117], [-1.207, 4.835, 1.739], [-1.095, 6.223, 0.630], [0.676, 6.526, 2.264], [1.502, 5.867, 0.840], [2.168, -1.948, -2.470], [2.994, -2.957, -1.916], [2.606, -3.708, -0.858], [3.488, -4.763, -0.591], [3.275, -5.650, 0.441], [2.144, -5.528, 1.233], [1.270, -4.488, 0.993], [1.484, -3.555, -0.020], [0.598, -2.455, -0.066], [0.925, -1.214, 0.410], [2.254, -1.022, 0.582], [2.991, 0.163, 0.539], [2.390, 1.406, 0.688], [3.241, 2.501, 0.496], [4.586, 2.372, 0.217], [5.167, 1.112, 0.130], [4.366, 0.000, 0.298], [4.822, -1.317, 0.240], [6.202, -1.524, 0.213], [0.030, -0.299, 0.637], [-1.292, -0.674, 0.903], [-2.375, -0.042, 0.305], [-3.666, -0.256, 0.756], [-3.902, -1.125, 1.805], [-2.845, -1.808, 2.382], [-1.547, -1.594, 1.944], [-0.452, -2.224, 2.472], [-0.522, -2.679, 3.805], [2.440, -1.883, -3.525], [2.351, -0.981, -1.993], [1.113, -2.195, -2.398], [4.351, -4.845, -1.234], [3.996, -6.430, 0.631], [1.959, -6.218, 2.041], [0.405, -4.335, 1.618], [-0.368, -2.607, -0.328], [2.836, -1.831, 0.407], [2.825, 3.495, 0.569], [5.213, 3.246, 0.087], [6.222, 1.013, -0.081], [6.347, -2.595, 0.362], [6.707, -0.969, 1.012], [6.637, -1.235, -0.752], [-2.178, 0.651, -0.496], [-4.484, 0.278, 0.296], [-4.898, -1.267, 2.196], [-3.040, -2.489, 3.195], [0.510, -2.865, 4.098], [-1.090, -3.615, 3.878], [-0.956, -1.925, 4.464], [-6.387, 0.778, -4.511], [-5.184, 0.162, -4.176], [-4.135, 0.136, -5.094], [-2.943, -0.477, -4.765], [-2.797, -1.068, -3.525], [-3.841, -1.089, -2.618], [-5.037, -0.482, -2.946], [-1.181, -1.648, -3.014], [-0.382, -1.785, -4.220], [-1.363, -2.865, -2.249], [-0.656, -0.546, -1.991], [-0.071, 0.568, -2.316], [0.208, 1.010, -4.035], [0.994, 2.461, -3.478], [0.996, 2.504, -2.129], [0.391, 1.471, -1.483], [-6.304, 1.494, -5.218], [-6.935, 1.080, -3.720], [-4.258, 0.620, -6.055], [-2.108, -0.505, -5.448], [-3.693, -1.571, -1.663], [-5.854, -0.474, -2.239], [1.405, 3.157, -4.183], [1.443, 3.272, -1.525]], "atomic_forces_ev_per_a": [[-0.250, 1.410, 0.597], [0.868, 0.152, -0.786], [-1.094, -0.210, 1.040], [-0.561, 0.876, -0.608], [0.617, -0.679, 0.255], [0.255, -0.574, 0.472], [-0.596, 0.498, -0.357], [0.233, -0.317, -0.034], [0.637, -0.616, 0.442], [-0.252, 0.506, -0.487], [0.366, 0.393, -0.214], [-0.132, 0.004, -0.358], [0.125, 0.346, 0.036], [-0.136, -0.676, 0.304], [0.380, 1.644, 0.121], [0.085, -0.065, 0.047], [-0.585, -1.899, -0.711], [-0.112, -0.050, 0.032], [-0.045, 0.031, -0.082], [-0.101, 0.071, -0.138], [0.053, -0.241, 0.130], [0.045, -0.056, -0.016], [0.016, 0.039, -0.040], [-0.369, 0.344, -0.355], [0.141, -0.344, 0.506], [0.017, -0.141, -0.205], [0.016, 0.027, 0.052], [0.037, 0.074, -0.101], [-0.127, -0.067, 0.058], [0.118, -0.143, 0.009], [0.186, 0.047, -0.064], [-0.047, 0.656, 0.114], [0.392, -0.797, -0.308], [0.115, -0.696, -0.015], [-0.017, 0.405, 0.079], [0.423, -0.352, 0.084], [-0.138, 0.190, 0.019], [0.080, -0.009, -0.042], [0.178, -0.224, -0.009], [-0.013, -0.163, -0.006], [-0.564, 0.513, 0.072], [0.232, -0.047, -0.042], [0.511, 0.351, 0.299], [-0.753, -0.599, 0.417], [0.140, -0.166, 0.000], [-0.100, -0.034, -0.034], [0.105, 0.035, -0.116], [0.095, -0.221, 0.160], [0.237, 0.078, -0.053], [-0.336, 0.305, -0.259], [-0.078, -0.073, 0.244], [-0.023, 0.010, 0.119], [0.000, -0.079, -0.001], [0.440, -0.099, -0.001], [0.093, -0.015, -0.058], [0.059, -0.120, -0.010], [-0.024, -0.063, 0.074], [-0.084, 0.042, 0.064], [0.033, 0.022, -0.053], [-0.208, 0.075, 0.041], [-0.005, 0.120, 0.091], [-0.065, 0.041, -0.018], [0.058, -0.032, 0.017], [0.053, 0.071, -0.022], [-0.022, -0.059, -0.041], [-0.012, 0.010, 0.056], [-0.030, 0.079, 0.023], [-0.078, 0.115, -0.021], [-0.112, -0.009, -0.011], [0.073, -0.056, 0.145], [-0.004, -0.019, 0.074], [-0.013, -0.007, -0.010], [0.045, 0.017, 0.009], [-0.343, 0.078, -0.071], [0.208, -0.119, -0.033], [-0.169, 0.034, 0.106], [0.061, -0.052, 0.017], [0.746, -0.217, 0.097], [-0.040, -0.007, 0.006], [0.028, 0.051, -0.063], [-0.099, 0.374, 0.230], [-0.296, 0.212, -0.029], [-0.268, 0.031, 0.072], [-1.105, -2.031, -0.007], [0.498, 0.865, -1.518], [0.417, 0.539, 0.464], [-0.204, -0.175, -0.131], [0.224, 0.270, -0.559], [-0.272, 0.090, 0.724], [-0.025, -0.007, 0.126], [0.054, 0.047, -0.081], [0.001, 0.021, -0.083], [0.056, 0.074, -0.115], [-0.066, 0.015, 0.124], [-0.091, -0.020, 0.084], [0.145, 0.192, 0.001], [0.070, 0.156, 0.026]]}


2.
{"formula": "C7H12N3", "method": "ωB97M-V with the def2-TZVPD basis set", "e_above_lowest_kj_mol": 721.7, "max_force_ev_per_a": 4.92, "homo_energy_ev": [-9.836, -9.839], "charge": 1, "species": ["C", "C", "C", "C", "C", "C", "C", "N", "N", "N", "H", "H", "H", "H", "H", "H", "H", "H", "H", "H", "H", "H"], "positions_angstrom": [[3.872, 1.679, -2.581], [3.140, 1.154, -1.771], [0.746, 0.429, 0.905], [-1.916, -1.551, 1.233], [2.406, 0.485, -0.824], [-0.853, 0.498, 0.605], [-1.297, -0.224, -0.570], [1.429, 0.994, -0.143], [-1.497, -0.231, 1.697], [-2.393, -1.266, -0.241], [4.630, 1.846, -3.335], [0.979, 0.848, 1.916], [0.856, -0.666, 1.112], [-1.132, -2.327, 1.051], [-2.873, -2.000, 1.718], [2.792, -0.562, -0.671], [-0.975, 1.528, 0.531], [-1.372, 0.322, -1.508], [1.198, 1.942, -0.213], [-2.174, 0.286, 2.231], [-2.218, -2.186, -0.800], [-3.348, -1.000, -0.343]], "atomic_forces_ev_per_a": [[-0.022, -1.085, 0.218], [1.073, 1.635, -1.737], [-2.334, -3.225, 2.898], [-2.352, 0.351, -0.833], [-0.292, -1.597, 0.569], [0.614, -2.362, 0.588], [0.050, -0.979, -1.873], [2.316, -1.131, -0.051], [0.102, -1.062, 0.662], [3.841, -1.350, -0.636], [-0.452, 0.417, 0.336], [-0.269, 0.502, -1.047], [0.711, 0.828, -0.983], [-0.408, 0.932, 0.680], [2.042, 0.912, -0.111], [-1.052, 1.036, 0.374], [-1.169, 2.169, 0.602], [-0.562, -0.426, 0.115], [-0.040, 1.898, -0.895], [-0.211, -0.121, -0.035], [-0.569, 2.243, 1.081], [-1.018, 0.417, 0.079]]}


3.
{"formula": "C23H27Br51F5O2PSSi2", "method": "ωB97M-V with the def2-TZVPD basis set", "e_above_lowest_kj_mol": 334.6, "max_force_ev_per_a": 6.45, "homo_energy_ev": -8.625, "species": ["C", "C", "Si", "O", "Si", "O", "C", "C", "P", "S", "C", "F", "F", "C", "F", "F", "F", "H", "H", "H", "H", "H", "H", "H", "H", "H", "H", "C", "Br", "Br", "Br", "H", "C", "Br", "Br", "Br", "H", "C", "Br", "Br", "Br", "H", "C", "Br", "Br", "Br", "H", "C", "Br", "Br", "Br", "H", "C", "Br", "Br", "Br", "H", "C", "Br", "Br", "Br", "H", "C", "Br", "Br", "Br", "H", "C", "Br", "Br", "Br", "H", "C", "Br", "Br", "Br", "H", "C", "Br", "Br", "Br", "H", "C", "Br", "Br", "Br", "H", "C", "Br", "Br", "Br", "H", "C", "Br", "Br", "Br", "H", "C", "Br", "Br", "Br", "H", "C", "Br", "Br", "Br", "H", "C", "Br", "Br", "Br", "H"], "positions_angstrom": [[1.327, -2.891, 2.761], [0.871, -1.902, 2.022], [0.045, -0.609, 0.901], [-1.266, -1.198, -0.066], [-2.064, -2.581, 0.622], [-3.814, -2.391, 0.556], [-4.179, -0.987, 0.685], [-4.353, -0.327, -0.789], [-1.636, -4.296, -0.743], [-2.407, -5.933, -0.006], [1.425, -0.048, -0.368], [1.039, 1.137, -1.110], [2.582, 0.335, 0.434], [1.785, -1.201, -1.454], [0.843, -1.043, -2.545], [3.156, -1.119, -1.920], [1.617, -2.531, -0.967], [1.919, -3.674, 3.394], [-0.344, 0.633, 1.596], [-1.740, -2.857, 2.015], [-5.214, -0.936, 1.217], [-3.463, -0.372, 1.359], [-4.474, 0.819, -0.679], [-3.422, -0.569, -1.437], [-5.301, -0.729, -1.329], [-2.262, -4.104, -2.045], [-0.202, -4.481, -0.924], [4.803, -2.470, -4.603], [6.697, -2.884, -4.500], [4.424, -1.165, -5.987], [3.725, -4.070, -4.804], [4.525, -2.015, -3.652], [-5.864, 3.974, -1.280], [-4.452, 3.489, -0.041], [-5.173, 4.339, -3.057], [-7.275, 2.643, -1.310], [-6.305, 4.901, -0.914], [5.298, -2.403, 3.064], [6.694, -2.919, 4.309], [6.005, -2.065, 1.290], [3.845, -3.692, 3.030], [4.881, -1.462, 3.426], [-8.513, -1.061, -0.530], [-9.884, 0.005, -1.398], [-8.635, -0.961, 1.403], [-8.521, -2.898, -1.155], [-7.551, -0.633, -0.811], [7.672, -6.573, -5.776], [9.095, -7.057, -4.548], [8.349, -6.211, -7.560], [6.256, -7.900, -5.798], [7.232, -5.644, -5.407], [9.272, -0.104, 5.239], [8.569, -0.401, 7.025], [8.671, 1.587, 4.499], [11.205, -0.269, 5.188], [8.868, -0.891, 4.602], [-2.650, 6.583, 2.294], [-1.753, 4.867, 2.144], [-4.575, 6.383, 2.442], [-1.923, 7.652, 3.741], [-2.456, 7.125, 1.368], [-9.144, -4.564, 3.012], [-9.330, -6.491, 3.157], [-10.433, -3.629, 4.122], [-7.328, -3.985, 3.372], [-9.364, -4.299, 1.977], [-13.222, -2.068, -2.833], [-14.589, -1.000, -3.703], [-13.350, -1.967, -0.900], [-13.230, -3.904, -3.462], [-12.258, -1.640, -3.111], [5.826, 2.837, 0.513], [5.820, 0.962, 1.016], [5.020, 3.954, 1.881], [7.606, 3.448, 0.038], [5.208, 2.930, -0.380], [11.456, 4.943, 0.236], [10.136, 6.068, -0.638], [11.326, 5.048, 2.169], [11.375, 3.109, -0.395], [12.437, 5.331, -0.039], [-3.818, 3.938, -6.675], [-3.336, 3.514, -8.506], [-2.255, 4.107, -5.537], [-4.957, 5.507, -6.573], [-4.399, 3.097, -6.295], [11.754, -3.423, 8.105], [10.774, -3.773, 6.466], [12.845, -1.823, 7.969], [10.581, -3.366, 9.649], [12.435, -4.261, 8.253], [0.053, 6.925, -7.030], [0.534, 6.501, -8.862], [1.618, 7.099, -5.895], [-1.089, 8.491, -6.928], [-0.525, 6.084, -6.649], [8.172, 1.211, 10.657], [9.030, -0.525, 10.524], [6.243, 1.052, 10.801], [8.917, 2.277, 12.097], [8.379, 1.741, 9.727], [-8.445, -7.299, -0.570], [-8.396, -9.238, -0.633], [-6.678, -6.525, -0.782], [-9.712, -6.567, -1.846], [-8.797, -7.021, 0.424], [-6.705, 8.557, -4.192], [-7.686, 8.204, -5.829], [-5.654, 10.184, -4.317], [-7.871, 8.569, -2.640], [-6.003, 7.734, -4.057]], "atomic_forces_ev_per_a": [[-2.725, 4.700, -3.324], [1.889, -5.051, 3.530], [-0.251, -0.779, -0.705], [1.188, -0.921, 2.795], [-2.675, 1.343, -1.330], [2.888, 1.060, 0.135], [-1.626, 0.985, -0.476], [0.154, 0.093, 0.394], [0.049, -1.504, -0.778], [-0.166, -0.131, 0.452], [1.092, 1.209, -0.343], [0.968, -2.631, 1.567], [-2.328, -1.042, -2.097], [0.470, -0.692, -1.664], [3.005, -0.621, 2.865], [-3.934, -0.159, 0.993], [0.388, 3.518, -1.032], [-3.070, 2.087, -1.242], [0.036, -0.276, 0.055], [0.273, 0.049, 0.062], [1.795, -0.246, -0.844], [-0.879, -0.992, -1.213], [0.274, -1.956, -0.266], [-1.605, 0.507, 1.087], [1.685, 0.487, 1.014], [0.933, 0.554, 0.718], [-0.916, 0.695, -0.239], [-0.127, 0.084, 0.098], [-0.322, 0.058, -0.053], [0.107, -0.318, 0.277], [0.272, 0.305, 0.012], [0.103, -0.155, -0.305], [-0.044, 0.020, 0.083], [-0.234, 0.196, -0.296], [-0.146, -0.041, 0.359], [0.214, 0.205, -0.037], [0.135, -0.276, -0.108], [0.272, 0.116, 0.107], [-0.256, 0.068, -0.208], [-0.187, -0.771, 0.463], [3.128, -0.157, -0.315], [0.065, -0.281, -0.120], [0.172, -0.050, -0.024], [0.231, -0.167, 0.162], [-0.043, -0.013, -0.411], [-0.068, 0.332, 0.177], [-0.294, -0.088, 0.088], [-0.088, 0.152, 0.041], [-0.294, 0.079, -0.282], [-0.136, -0.113, 0.396], [0.324, 0.252, -0.008], [0.140, -0.327, -0.135], [-0.036, -0.046, -0.145], [0.221, 0.074, -0.369], [0.109, -0.324, 0.142], [-0.495, 0.234, -0.108], [0.111, 0.243, 0.188], [-0.012, 0.117, -0.111], [-0.148, 0.317, 0.104], [0.402, 0.072, 0.062], [-0.173, -0.286, -0.289], [-0.056, -0.187, 0.284], [0.034, 0.146, -0.150], [0.041, 0.350, 0.018], [0.282, -0.219, -0.202], [-0.365, -0.215, -0.034], [0.067, -0.047, 0.286], [0.142, 0.046, -0.004], [0.250, -0.244, 0.196], [-0.020, -0.060, -0.394], [-0.027, 0.366, 0.150], [-0.277, -0.139, 0.100], [-0.079, 0.079, -0.098], [0.088, 0.881, -0.182], [0.176, -0.218, -0.217], [-0.390, -0.151, 0.162], [0.177, -0.020, 0.284], [0.153, 0.058, 0.002], [0.263, -0.250, 0.187], [-0.039, -0.060, -0.413], [-0.032, 0.381, 0.145], [-0.316, -0.124, 0.082], [-0.091, -0.114, -0.074], [-0.068, 0.161, 0.415], [-0.251, -0.008, -0.203], [0.241, -0.240, -0.049], [0.191, 0.255, -0.084], [0.108, 0.003, -0.025], [0.157, -0.014, 0.349], [-0.208, -0.398, 0.195], [0.268, -0.168, -0.343], [-0.233, 0.258, -0.045], [-0.066, -0.076, 0.008], [-0.089, 0.120, 0.385], [-0.305, -0.007, -0.244], [0.245, -0.319, -0.028], [0.160, 0.255, -0.128], [0.015, 0.064, -0.052], [-0.227, 0.496, 0.123], [0.385, 0.010, -0.004], [-0.168, -0.243, -0.264], [-0.056, -0.178, 0.264], [0.075, 0.043, 0.111], [-0.013, 0.409, -0.021], [-0.358, -0.159, 0.057], [0.231, -0.107, 0.206], [0.096, -0.109, -0.307], [0.133, -0.096, 0.014], [0.199, 0.083, 0.336], [-0.261, -0.330, 0.020], [0.219, 0.010, -0.325], [-0.213, 0.228, -0.040]]}